Here is a cluster of 2 separate species, C11H13BCl4N2O in total from OMol25. Energies are from wB97M-V/def2-TZVPD.

XYZ file:
```
32
C11H13BCl4N2O | OMol25 | wB97M-V/def2-TZVPD
Cl -4.14 0.86 0.61
B -2.51 0.79 1.51
Cl -1.76 2.48 1.52
Cl -2.79 0.22 3.24
O -1.59 -0.13 0.84
C -0.38 -0.33 1.38
C 0.53 -1.22 0.81
C 1.83 -1.45 1.33
C 2.68 -2.33 0.71
C 2.27 -3.01 -0.43
Cl 3.35 -4.13 -1.20
C 1.00 -2.81 -0.96
C 0.14 -1.93 -0.35
H -0.14 0.21 2.28
H 2.15 -0.92 2.21
H 3.67 -2.51 1.10
H 0.70 -3.34 -1.84
H -0.85 -1.75 -0.74
C 0.01 -2.87 4.60
C -1.27 -3.28 3.98
N -1.61 -3.00 2.77
C -2.90 -3.52 2.50
C -3.38 -4.25 3.77
N -2.25 -4.02 4.66
H 0.09 -3.22 5.62
H 0.85 -3.26 4.03
H 0.10 -1.78 4.61
H -3.56 -2.68 2.24
H -2.84 -4.18 1.64
H -4.29 -3.82 4.20
H -3.52 -5.33 3.61
H -2.22 -4.39 5.62
```

Values from the calculation:
LUMO energy: -2.22 eV
E_HOMO: -8.3 eV
Multiplicity: 1
Net charge: 0
Frontier orbital gap: 6.0 eV